No. 1
A 2-piece molecular cluster, C4H10N2OS overall in a non-equilibrium geometry. Source: OMol25; level of theory: ωB97M-V/def2-TZVPD.

Kohn-Sham gap (Eh): 0.169
Max |F| (eV Å⁻¹): 10.27
M (g mol⁻¹): 134.204
ΔE to the lowest compared entry with this formula, charge and spin (eV): 6.7996
Lowest unoccupied orbital energy (eV): -4.148

Structure (XYZ):
```
18
C4H10N2OS ωB97M-V/def2-TZVPD
N -4.10 1.00 2.09
C 0.32 0.01 -0.38
C -0.10 -0.48 1.02
S -0.61 0.76 2.25
C 1.00 -0.84 -1.16
N 1.13 -0.35 -2.66
C 2.23 0.58 -2.73
O 1.59 -1.95 -1.12
H -3.13 0.71 2.38
H -4.03 1.76 1.39
H -4.74 1.31 2.80
H -0.18 0.58 -1.14
H 0.76 -1.00 1.44
H -0.89 -1.29 0.95
H 1.44 -1.19 -3.07
H 2.16 1.52 -2.17
H 3.16 0.13 -2.34
H 2.54 0.77 -3.73
```

No. 2
One molecule with the formula C5H13NS2 in a non-equilibrium geometry. Source: OMol25; level of theory: ωB97M-V/def2-TZVPD.

Kohn-Sham gap (Eh): 0.341
Max |F| (eV Å⁻¹): 1.42
M (g mol⁻¹): 151.300
SMILES string: CCN[C@H](C)CSS
ΔE to the lowest compared entry with this formula, charge and spin (eV): 0.6373
Lowest unoccupied orbital energy (eV): 0.532

Structure (XYZ):
```
21
C5H13NS2 ωB97M-V/def2-TZVPD
C -3.19 0.50 2.74
C -1.93 0.69 1.87
N -1.79 -0.46 0.97
C -0.65 -0.44 0.01
C -0.55 -1.88 -0.48
C 0.70 0.14 0.48
S 1.54 1.12 -0.80
S 2.18 -0.33 -2.14
H -3.06 0.85 3.75
H -4.01 1.05 2.28
H -3.49 -0.54 2.62
H -1.98 1.60 1.27
H -1.05 0.79 2.52
H -1.75 -1.33 1.49
H -1.09 0.13 -0.81
H -0.42 -2.55 0.38
H 0.19 -2.17 -1.22
H -1.47 -2.20 -0.97
H 0.44 0.82 1.28
H 1.32 -0.68 0.82
H 3.43 -0.48 -1.67
```

No. 3
C35H47MgN2S2 as an isolated structure. Source: OMol25; level of theory: ωB97M-V/def2-TZVPD.

Total charge: +1
Kohn-Sham gap (Eh): 0.227
Max |F| (eV Å⁻¹): 0.67
M (g mol⁻¹): 584.214
Lowest unoccupied orbital energy (eV): -4.161

Structure (XYZ):
```
87
C35H47MgN2S2 ωB97M-V/def2-TZVPD
Mg -1.12 0.22 -1.20
C -2.62 -1.35 -0.64
C -3.12 -0.42 -1.61
C -3.28 0.84 -0.88
C -2.83 0.60 0.43
C -2.43 -0.73 0.60
C -1.99 -1.39 1.89
C -3.24 -1.61 2.76
C -1.32 -2.74 1.63
C -1.01 -0.50 2.66
C -3.75 2.23 -1.33
C -3.76 3.19 -0.13
C -5.18 2.21 -1.86
C -2.79 2.85 -2.35
C -3.62 -0.96 -2.95
C -2.91 -2.28 -3.30
C -5.12 -1.28 -2.82
C -3.40 -0.05 -4.17
H -2.36 -2.38 -0.86
H -2.79 1.36 1.20
H -3.96 -2.25 2.24
H -3.73 -0.66 2.98
H -2.97 -2.09 3.70
H -2.01 -3.43 1.14
H -1.01 -3.19 2.57
H -0.44 -2.64 0.99
H -1.45 0.48 2.89
H -0.11 -0.33 2.06
H -0.72 -0.97 3.60
H -4.44 2.85 0.66
H -4.09 4.18 -0.46
H -2.76 3.31 0.31
H -5.85 1.77 -1.12
H -5.29 1.63 -2.78
H -5.53 3.22 -2.07
H -1.80 3.00 -1.90
H -3.13 3.84 -2.66
H -2.67 2.25 -3.25
H -3.15 -3.08 -2.60
H -1.82 -2.16 -3.32
H -3.21 -2.61 -4.29
H -5.29 -1.99 -2.00
H -5.50 -1.73 -3.74
H -5.71 -0.39 -2.60
H -2.34 0.16 -4.33
H -3.93 0.90 -4.10
H -3.77 -0.56 -5.06
S 0.93 -0.94 -1.79
C 2.01 -0.21 -0.74
N 3.29 -0.52 -0.71
C 4.19 0.00 0.33
C 3.42 0.08 1.62
N 2.24 0.91 1.40
C 1.88 1.81 2.52
C 2.89 2.93 2.65
C 3.69 3.02 3.78
C 4.63 4.03 3.89
C 4.77 4.96 2.88
C 3.97 4.87 1.74
C 3.03 3.86 1.63
C 1.56 0.85 0.27
S 0.28 1.87 -0.08
C 3.92 -1.48 -1.65
C 4.23 -2.77 -0.94
C 3.21 -3.57 -0.44
C 3.50 -4.74 0.24
C 4.82 -5.13 0.42
C 5.85 -4.35 -0.09
C 5.55 -3.17 -0.76
H 4.57 0.98 0.02
H 5.01 -0.70 0.42
H 4.02 0.56 2.39
H 3.11 -0.91 1.96
H 1.87 1.18 3.41
H 0.87 2.17 2.33
H 3.57 2.30 4.58
H 5.24 4.10 4.78
H 5.50 5.75 2.96
H 4.08 5.60 0.95
H 2.40 3.81 0.75
H 4.83 -1.01 -2.02
H 3.23 -1.62 -2.48
H 2.17 -3.27 -0.58
H 2.70 -5.35 0.63
H 5.05 -6.05 0.94
H 6.88 -4.65 0.04
H 6.36 -2.56 -1.17
```